No. 1
C4H7N4 | wB97M-V/def2-TZVPD

Calculated values
E_HOMO (spin up / spin down) = -12.55 / -12.51 eV
Charge = +1
2S+1 = 1
Maximum force = 2.230 eV/A
Orbital gap (spin up / spin down) = 0.23453 / 0.22976 hartree
Energy relative to the best compared isomer or geometry (same formula, charge and spin) = 347.64 kJ/mol

Each line ends with the Mulliken charge.
Atoms and positions in Å:
C (1.88324, 0.23981, 0.24692)  0.1402
C (-1.62051, -0.31245, 0.72923)  -0.1251
C (-0.33064, 1.02403, -0.58639)  0.1420
C (-0.49785, -0.31501, -1.16514)  -0.3440
N (1.05408, 1.13302, -0.15773)  -0.5207
N (1.87294, -1.03065, 0.27123)  -0.6000
N (-1.21928, 0.93054, 0.56233)  -0.0708
N (-1.19490, -1.06586, -0.28883)  0.0902
H (2.75810, 0.81925, 0.60214)  0.3877
H (-2.19612, -0.67900, 1.56198)  0.4017
H (-0.53052, 1.90242, -1.20635)  0.3738
H (0.02877, -0.73245, -2.00133)  0.4054
H (2.68331, -1.53739, 0.59309)  0.2346
H (-1.34663, 1.68758, 1.21804)  0.2409
H (-1.34398, -2.06386, -0.37919)  0.2440



No. 2
C4H7N4O | wB97M-V/def2-TZVPD

Calculated values
E_HOMO = -12.65 eV
Charge = +1
2S+1 = 1
SMILES = NC([O-])=C=NC[NH+]=C=[NH2+]
Maximum force = 4.952 eV/A
Orbital gap = 0.27584 hartree
Energy relative to the best compared isomer or geometry (same formula, charge and spin) = 247.40 kJ/mol

Each line ends with the Mulliken charge.
Atoms and positions in Å:
N (3.46675, 0.17773, -0.17655)  -0.3884
C (2.21077, 0.32496, 0.32528)  0.3720
O (1.67889, 1.27124, 0.85325)  -0.4432
C (1.34373, -0.80493, 0.21097)  0.3434
N (0.34169, -1.31931, 0.12764)  0.2243
C (-1.07005, -1.48804, 0.27591)  -0.4638
N (-1.70994, -0.24547, 0.35556)  -0.1630
C (-2.22913, 0.23951, -0.83688)  -0.3820
N (-2.67390, 1.49001, -0.69410)  -0.1943
H (3.77897, -0.68559, -0.52955)  0.2324
H (4.26073, 0.94893, 0.03267)  0.3230
H (-1.43543, -2.12554, -0.66778)  0.3839
H (-1.15021, -2.29138, 1.10947)  0.3307
H (-1.33717, 0.33363, 1.17201)  0.3379
H (-2.98360, 1.98699, -1.53215)  0.2869
H (-2.49211, 2.18727, -0.02573)  0.2001



No. 3
C4H7N5O2 | wB97M-V/def2-TZVPD

Calculated values
E_HOMO = -8.84 eV
Charge = 0
2S+1 = 1
SMILES = O=c1nno[nH]1.C=N/N=C\C
Maximum force = 6.800 eV/A
Orbital gap = 0.27743 hartree
Energy relative to the best compared isomer or geometry (same formula, charge and spin) = 508.47 kJ/mol

Each line ends with the Mulliken charge.
Atoms and positions in Å:
O (0.43423, 1.68715, -0.91700)  -0.4991
C (-0.27275, 2.35855, -1.57506)  0.5450
N (-1.57492, 2.31647, -1.73619)  -0.2068
N (-2.00136, 3.52584, -1.97827)  0.0417
O (-0.85569, 4.28462, -2.15770)  -0.0929
N (0.26723, 3.49968, -2.02349)  -0.1158
H (0.82114, 3.87660, -1.23496)  0.3209
C (-0.53740, -3.78958, -0.20598)  -0.3356
N (-0.29964, -2.69957, 0.41272)  -0.2532
N (1.06806, -2.48976, 0.70502)  -0.4342
C (1.29888, -1.45174, 1.41545)  0.1289
C (0.32502, -0.52353, 2.03493)  -0.8039
H (-1.56167, -4.05460, -0.44703)  0.2524
H (0.28266, -4.46976, -0.48745)  0.3071
H (2.36673, -1.25873, 1.61298)  0.3277
H (-0.68864, -0.80481, 1.78165)  0.3163
H (0.51264, 0.51424, 1.69716)  0.1855
H (0.41548, -0.52106, 3.10323)  0.3159



No. 4
C4H7N6O2 | wB97M-V/def2-TZVPD

Calculated values
E_HOMO (spin up / spin down) = -13.61 / -13.57 eV
Charge = +1
2S+1 = 1
SMILES = CN(/N=C/[N+](=O)O)c1ncn[nH]1
Maximum force = 3.930 eV/A
Orbital gap (spin up / spin down) = 0.24940 / 0.23933 hartree
Energy relative to the best compared isomer or geometry (same formula, charge and spin) = 452.16 kJ/mol

Each line ends with the Mulliken charge.
Atoms and positions in Å:
C (-0.37431, 1.90252, -0.03624)  -1.0773
N (-0.20653, 0.44341, -0.11820)  0.3829
N (0.98247, -0.11527, -0.08042)  -0.5115
C (2.20597, 0.45960, 0.13219)  -0.0345
N (3.26749, -0.37653, 0.04772)  0.7864
O (4.38540, 0.05827, 0.16646)  -0.4320
O (3.05163, -1.63077, -0.36833)  -0.3188
C (-1.38714, -0.31126, -0.00380)  0.4967
N (-2.56964, 0.29225, 0.06835)  -0.4811
C (-3.40391, -0.75399, 0.10701)  -0.0575
N (-2.80760, -1.89433, -0.06217)  -0.7548
N (-1.48730, -1.62366, -0.04463)  0.3465
H (-1.25412, 2.05580, -0.56781)  0.4235
H (-0.38173, 2.37029, 0.99805)  0.2953
H (0.45160, 2.24528, -0.55021)  0.4981
H (2.56764, 1.54843, 0.39313)  0.3755
H (2.20181, -1.83019, -0.08049)  0.4141
H (-4.50396, -0.57975, 0.24447)  0.3876
H (-0.73775, -2.26011, -0.24507)  0.2610



No. 5
C4H7NO | wB97M-V/def2-TZVPD

Calculated values
E_HOMO = -9.35 eV
Charge = 0
2S+1 = 1
SMILES = [H]/N=C1\C[C@@]1(C)O
Maximum force = 3.014 eV/A
Orbital gap = 0.37511 hartree
Energy relative to the best compared isomer or geometry (same formula, charge and spin) = 285.51 kJ/mol

Each line ends with the Mulliken charge.
Atoms and positions in Å:
H (0.71337, -0.48740, -2.67192)  0.3055
N (0.50637, -1.23466, -1.91940)  -0.6373
C (0.16342, -0.37392, -1.08350)  0.0256
C (-0.09769, 1.13007, -0.72746)  -0.8997
C (-0.34502, -0.04823, 0.23672)  1.1052
C (0.54637, -0.18631, 1.45078)  -1.2652
O (-1.70497, -0.28936, 0.47224)  -0.5690
H (-0.98994, 1.59154, -1.14497)  0.3070
H (0.71140, 1.81260, -0.47717)  0.2720
H (0.18996, 0.47539, 2.24499)  0.3205
H (0.53383, -1.21444, 1.82661)  0.3494
H (1.58406, 0.06949, 1.22073)  0.3288
H (-1.81116, -1.24479, 0.57235)  0.3572



No. 6
C4H7NO | wB97M-V/def2-TZVPD

Calculated values
E_HOMO = -10.92 eV
Charge = 0
2S+1 = 1
SMILES = C[C@@H](O)CC#N
Maximum force = 1.191 eV/A
Orbital gap = 0.42689 hartree
Energy relative to the best compared isomer or geometry (same formula, charge and spin) = 89.12 kJ/mol

Each line ends with the Mulliken charge.
Atoms and positions in Å:
C (0.59625, -0.41229, -1.17517)  -1.2679
C (-0.46013, -0.48655, -0.07854)  0.0946
O (-0.59986, -1.77519, 0.47385)  -0.5395
C (-0.18805, 0.54961, 1.02835)  -0.4074
C (-0.30507, 1.91702, 0.51612)  0.2391
N (-0.40986, 2.98415, 0.08049)  -0.4145
H (0.41563, -1.16732, -1.94584)  0.3317
H (0.59618, 0.58349, -1.63043)  0.4033
H (1.59616, -0.58506, -0.75497)  0.3359
H (-1.43512, -0.25316, -0.51460)  0.3199
H (0.27477, -2.14048, 0.64393)  0.3448
H (0.81992, 0.41512, 1.44290)  0.2734
H (-0.91585, 0.40430, 1.83210)  0.2866



No. 7
C4H7NO | wB97M-V/def2-TZVPD

Calculated values
E_HOMO = -9.23 eV
Charge = 0
2S+1 = 1
SMILES = C1OC[C@H]2N[C@@H]12
Maximum force = 9.320 eV/A
Orbital gap = 0.37405 hartree
Energy relative to the best compared isomer or geometry (same formula, charge and spin) = 481.96 kJ/mol

Each line ends with the Mulliken charge.
Atoms and positions in Å:
C (0.87297, -1.09234, 0.05083)  -0.5322
O (1.30343, 0.07902, -0.58619)  -0.4006
C (0.53967, 1.15166, -0.04865)  -0.3759
C (-0.72229, 0.75344, 0.11829)  -0.1592
N (-1.03221, -0.28714, -0.95026)  -0.5370
C (-0.53920, -0.74425, 0.27900)  -0.3320
H (0.86147, -1.62859, -0.85057)  0.2648
H (1.51577, -1.10355, 0.86870)  0.3818
H (0.95409, 1.40603, 0.99273)  0.1987
H (0.78602, 1.86760, -0.91495)  0.2438
H (-1.51216, 1.10727, 0.79835)  0.3688
H (-1.94975, -0.22809, -0.66974)  0.2593
H (-1.07780, -1.28107, 0.91248)  0.6196



No. 8
C4H7NO | wB97M-V/def2-TZVPD

Calculated values
E_HOMO (spin up / spin down) = -7.01 / -7.21 eV
Charge = 0
2S+1 = 1
Maximum force = 0.493 eV/A
Orbital gap (spin up / spin down) = 0.28172 / 0.29555 hartree
Energy relative to the best compared isomer or geometry (same formula, charge and spin) = 490.60 kJ/mol

Each line ends with the Mulliken charge.
Atoms and positions in Å:
C (-1.71156, 0.44654, -0.22851)  -0.9497
N (-0.39242, -0.18532, -0.13080)  0.1080
C (-0.28534, -1.50849, -0.05519)  -0.4949
C (1.97046, 0.64810, 0.28920)  -0.3223
C (0.66736, 0.63798, -0.31361)  0.0715
O (1.01302, 1.75036, 0.44040)  -0.3965
H (-1.83591, 1.10887, 0.63311)  0.2918
H (-1.77560, 1.03212, -1.14685)  0.3304
H (-2.47712, -0.32955, -0.20437)  0.3492
H (-1.01629, -2.12534, -0.56261)  0.2270
H (0.68335, -1.91139, 0.21222)  0.2799
H (2.20153, 0.17327, 1.24248)  0.2839
H (2.82422, 0.81135, -0.36750)  0.2218



No. 9
C4H7NO | wB97M-V/def2-TZVPD

Calculated values
E_HOMO = -8.12 eV
Charge = 0
2S+1 = 1
Maximum force = 0.477 eV/A
Orbital gap = 0.33734 hartree
Energy relative to the best compared isomer or geometry (same formula, charge and spin) = 284.38 kJ/mol

Each line ends with the Mulliken charge.
Atoms and positions in Å:
C (-1.45332, -1.51854, -0.12079)  -0.6677
C (-0.23136, 0.98164, 0.15527)  -0.5586
C (1.18218, 1.45647, 0.34059)  -0.1906
N (1.61235, 0.30982, -0.53737)  -0.4833
C (0.27012, -0.09892, -0.46032)  0.4903
O (-0.25311, -1.26194, -0.86658)  -0.3848
H (-2.08705, -0.62964, 0.00517)  0.2647
H (-2.00549, -2.27307, -0.67527)  0.2293
H (-1.18115, -1.87376, 0.88196)  0.2999
H (-1.19958, 1.45392, 0.14940)  0.3238
H (1.55513, 1.31335, 1.36275)  0.2062
H (1.44263, 2.44928, -0.02957)  0.2333
H (2.34866, -0.30861, -0.20524)  0.2375



No. 10
C4H7NO | wB97M-V/def2-TZVPD

Calculated values
E_HOMO (spin up / spin down) = -7.10 / -7.10 eV
Charge = 0
2S+1 = 1
Maximum force = 0.412 eV/A
Orbital gap (spin up / spin down) = 0.29308 / 0.29310 hartree
Energy relative to the best compared isomer or geometry (same formula, charge and spin) = 427.55 kJ/mol

Each line ends with the Mulliken charge.
Atoms and positions in Å:
C (0.45940, -0.94353, -1.34159)  -0.8424
C (-0.68395, -0.29480, -0.59254)  -0.4408
C (-1.03069, -0.85837, 0.76196)  -0.4550
N (-0.31570, 0.37610, 0.58691)  0.1841
C (0.23544, 1.40826, 1.08274)  0.0639
O (0.79968, 2.32067, 0.27252)  -0.4618
H (1.08190, -0.20058, -1.85607)  0.2270
H (0.06043, -1.60808, -2.11396)  0.3072
H (1.12976, -1.54421, -0.69620)  0.2899
H (0.48765, 2.11968, -0.62804)  0.3080
H (-2.04540, -0.77439, 1.15166)  0.2288
H (-0.42375, -1.64158, 1.23181)  0.2448
H (0.24523, 1.64083, 2.14081)  0.3463